Record 1
Below is C5H3ClN4 in the gas phase at a distorted geometry, with properties calculated with ωB97M-V/def2-TZVPD.

Calculated values
* E_HOMO: -10.5 eV
* structure (SMILES): N#Cc1cnc(Cl)nc1N

CARTESIAN COORDINATES (ANGSTROEM)
N: 1.578 -2.117 2.854
C: 1.172 -1.423 2.018
C: 0.666 -0.584 0.970
C: 1.338 0.561 0.558
N: 0.876 1.342 -0.418
C: -0.266 0.941 -0.962
Cl: -0.892 1.948 -2.215
N: -0.999 -0.124 -0.651
C: -0.542 -0.904 0.313
N: -1.314 -2.047 0.656
H: 2.297 0.856 0.999
H: -0.764 -2.882 0.531
H: -1.570 -2.009 1.643

Here are the Mulliken charges for atoms 1 to 6, given in e: atom 1 (N): -0.460, atom 2 (C): -0.005, atom 3 (C): 0.333, atom 4 (C): -0.267, atom 5 (N): -0.508, atom 6 (C): 0.333

Record 2
Below is a gas-phase ion, C5H3ClO4 (charge -2) at a distorted geometry, with properties calculated with ωB97M-V/def2-TZVPD.

Calculated values
* charge: -2
* E_HOMO (spin up / spin down): -0.2 / 0.3 eV

CARTESIAN COORDINATES (ANGSTROEM)
C: 1.801 -0.970 1.089
C: -2.612 -1.315 0.300
C: -0.194 -0.021 -0.396
C: 0.487 -0.206 0.895
C: -1.692 -0.081 0.090
O: 2.015 -2.061 0.667
O: -3.764 -1.105 0.792
O: 2.471 -0.063 1.619
O: -2.225 -2.410 -0.110
Cl: -2.091 1.290 0.983
H: 0.120 0.938 -0.893
H: 0.040 -0.976 -0.910
H: 0.326 0.585 1.532

Here are the Mulliken charges for atoms 1 to 6, given in e: atom 1 (C): 0.396, atom 2 (C): 0.444, atom 3 (C): 0.002, atom 4 (C): -0.699, atom 5 (C): 0.034, atom 6 (O): -0.668

Record 3
Below is C5H3ClS in the gas phase at a distorted geometry, with properties calculated with ωB97M-V/def2-TZVPD.

Calculated values
* E_HOMO: -9.5 eV
* structure (SMILES): ClC1c2cscc21

CARTESIAN COORDINATES (ANGSTROEM)
Cl: 1.094 0.161 2.718
C: 1.335 -0.125 0.742
C: 0.169 -0.737 0.110
C: -0.868 -1.217 -0.531
S: -1.785 0.149 -1.228
C: -0.553 1.336 -0.682
C: 0.418 0.679 -0.050
H: 2.373 -0.274 0.508
H: -1.353 -2.249 -0.626
H: -0.830 2.277 -0.962

Here are the Mulliken charges for atoms 1 to 6, given in e: atom 1 (Cl): -0.264, atom 2 (C): 0.003, atom 3 (C): 0.339, atom 4 (C): -0.667, atom 5 (S): -0.042, atom 6 (C): -0.652

Record 4
Below is C5H3F in the gas phase at a distorted geometry, with properties calculated with ωB97M-V/def2-TZVPD.

Calculated values
* E_HOMO: -9.6 eV
* structure (SMILES): C#CC#CCF

CARTESIAN COORDINATES (ANGSTROEM)
C: 3.325 0.174 0.178
C: 2.120 0.067 -0.051
C: 0.644 -0.070 -0.211
C: -0.526 -0.707 -0.117
C: -1.978 -0.493 0.129
F: -2.341 0.840 -0.027
H: 4.441 0.294 -0.054
H: -2.733 -1.102 -0.526
H: -2.148 -0.578 1.256

Here are the Mulliken charges for atoms 1 to 6, given in e: atom 1 (C): -0.005, atom 2 (C): -0.174, atom 3 (C): -0.010, atom 4 (C): -0.137, atom 5 (C): -0.160, atom 6 (F): -0.252